The following is a DFT calculation (the ωB97M-V functional and the def2-TZVPD basis) of C13H29NbO23S5 as an isolated structure in a non-equilibrium geometry.

## Properties
- DFT total energy (Ha) = -4290.82653
- multiplicity = 1
- charge = -2
- orbital gap (eV) = 3.1

Each line ends with the Löwdin charge.
Cartesian coordinates (Å):
C (-1.348, 7.905, -0.723)  -0.16
C (-1.132, 6.632, -1.679)  -0.41
O (0.130, 5.965, -1.517)  -0.54
Nb (0.458, 5.194, 0.388)  1.05
C (-1.719, 4.639, 0.748)  -0.80
O (-2.038, 3.402, 0.500)  -0.27
O (-2.716, 5.450, 1.223)  -0.33
H (-0.362, 8.287, -0.290)  0.04
H (-1.743, 8.774, -1.382)  0.03
H (-2.142, 7.718, 0.061)  0.05
H (-1.126, 7.069, -2.747)  0.09
H (-2.034, 5.923, -1.674)  0.10
H (0.804, 3.560, -0.373)  -0.16
H (2.262, 5.563, 0.235)  -0.21
H (0.310, 6.829, 1.215)  -0.15
H (0.831, 4.508, 2.040)  -0.20
C (-5.963, 8.736, -0.070)  -0.17
C (-6.150, 7.687, -1.153)  -0.17
O (-5.832, 8.359, -2.376)  -0.20
S (-4.690, 9.472, -2.084)  0.65
O (-3.421, 8.908, -2.417)  -0.23
O (-5.143, 10.732, -2.594)  -0.25
O (-4.819, 9.490, -0.469)  -0.18
H (-6.820, 9.415, -0.024)  0.12
H (-5.801, 8.290, 0.912)  0.14
H (-7.167, 7.296, -1.182)  0.13
H (-5.445, 6.860, -1.026)  0.14
C (-0.649, 0.395, -1.160)  -0.16
C (-0.527, -0.751, -0.176)  -0.16
O (0.435, -1.637, -0.761)  -0.22
S (1.512, -0.765, -1.603)  0.62
O (2.667, -0.566, -0.777)  -0.24
O (1.590, -1.303, -2.929)  -0.26
O (0.677, 0.616, -1.651)  -0.19
H (-1.284, 0.122, -2.008)  0.13
H (-1.040, 1.301, -0.691)  0.12
H (-1.474, -1.264, -0.013)  0.13
H (-0.131, -0.407, 0.783)  0.14
C (4.721, -2.785, 1.281)  -0.16
C (3.734, -3.656, 0.527)  -0.17
O (4.056, -4.998, 0.910)  -0.19
S (4.602, -4.995, 2.433)  0.64
O (3.518, -5.344, 3.302)  -0.25
O (5.863, -5.672, 2.463)  -0.24
O (4.863, -3.403, 2.565)  -0.19
H (5.700, -2.783, 0.794)  0.13
H (4.368, -1.759, 1.387)  0.14
H (3.813, -3.534, -0.552)  0.13
H (2.708, -3.451, 0.841)  0.14
C (1.762, -8.389, 5.994)  -0.17
C (1.228, -7.690, 4.756)  -0.17
O (-0.195, -7.771, 4.871)  -0.19
S (-0.603, -7.730, 6.439)  0.64
O (-0.966, -6.388, 6.776)  -0.22
O (-1.444, -8.853, 6.717)  -0.24
O (0.871, -8.022, 7.049)  -0.20
H (1.726, -9.476, 5.881)  0.13
H (2.781, -8.084, 6.232)  0.14
H (1.566, -8.160, 3.834)  0.14
H (1.507, -6.633, 4.748)  0.13
C (0.666, -4.662, -5.307)  -0.17
C (1.756, -5.635, -5.727)  -0.18
O (2.554, -5.821, -4.559)  -0.19
S (1.608, -5.703, -3.246)  0.65
O (1.249, -7.025, -2.830)  -0.23
O (2.184, -4.741, -2.363)  -0.22
O (0.323, -5.034, -3.972)  -0.18
H (1.038, -3.634, -5.290)  0.14
H (-0.210, -4.719, -5.954)  0.13
H (2.360, -5.253, -6.549)  0.13
H (1.334, -6.605, -6.006)  0.13